65
Properties=species:S:1:pos:R:3 method="wB97M-V/def2-TZVPD" multiplicity=5 total_charge=+1 e_lumo_ev="-3.83 / -3.63" orbital_gap_ev="5.62 / 5.83"
C 0.905 -4.985 -4.000
H -4.240 1.624 3.259
C 1.509 -0.761 -1.901
C 3.613 0.210 -2.981
H 5.323 1.247 -3.774
C -0.230 -5.451 -3.353
O 1.511 2.360 1.170
C -3.222 0.129 1.975
S -0.779 -2.894 -0.238
H 1.357 -5.459 -4.884
H 2.297 -3.407 -4.093
H -4.241 -0.229 1.639
C -2.127 3.897 -1.849
H -1.277 0.860 -2.143
N -0.601 2.439 -1.072
C 1.494 -3.820 -3.509
H -0.272 0.587 4.536
C 2.543 0.283 -2.143
H -0.517 2.491 3.191
H -2.132 -1.559 1.341
H -2.945 2.318 -3.274
H -1.872 3.344 3.419
C -1.258 0.193 4.212
H -0.637 0.258 2.132
N 0.174 -1.420 2.882
O 1.666 0.065 1.118
C -3.463 0.860 3.336
I -3.118 5.517 -2.593
C 4.399 2.336 -2.079
H -2.447 1.779 4.971
N 1.862 -2.031 -2.079
N 2.389 1.350 -1.311
C -1.066 3.688 -0.971
H -3.261 1.747 0.781
H 0.416 -1.847 1.973
C 3.296 2.312 -1.232
C -2.316 -1.060 2.270
C -0.704 -4.755 -2.287
O 1.998 1.244 3.307
C -0.110 -3.635 -1.686
C 4.518 1.291 -3.004
H 5.166 3.168 -2.056
H -1.582 -5.165 -1.776
H -2.853 -1.784 2.942
S 2.348 1.251 1.885
H -3.845 0.039 3.952
C 1.024 -3.139 -2.402
Cr 0.728 1.134 -0.115
N -1.526 2.409 3.126
H -1.731 -0.506 4.926
N 0.353 -0.349 -1.460
O 3.719 1.328 1.412
C -1.022 -0.489 2.856
N -2.753 0.839 0.863
H 3.755 -0.527 -3.756
H -0.292 -1.087 -1.061
H 3.156 3.039 -0.418
H 0.129 -2.223 3.577
C -2.198 1.364 3.988
H 2.872 -2.165 -2.291
H -0.591 4.473 -0.381
H 1.011 -0.832 3.140
C -2.305 2.668 -2.444
N -1.409 1.824 -1.954
H -0.593 -6.386 -3.608

=====

17
Properties=species:S:1:pos:R:3 method="wB97M-V/def2-TZVPD" smiles="C[C@H](C=O)NCN" e_lumo_ev=0.94 orbital_gap_ev=10.06 relative_energy_kj_mol=197.1
H -1.295 -0.387 0.869
N 2.511 -0.904 0.591
H 1.042 1.036 -0.119
N 0.496 0.363 0.407
C -0.934 0.371 0.136
H -1.440 0.943 -1.860
H 0.996 -1.378 -0.744
H -0.561 -0.567 -1.822
C -1.359 -0.006 -1.329
C 1.136 -0.944 0.255
O -2.481 2.227 0.227
H 2.803 -0.823 1.543
H 3.208 -1.280 -0.023
C -1.555 1.627 0.689
H -0.935 1.949 1.535
H -2.282 -0.581 -1.312
H 0.648 -1.646 0.956

=====

Across the entries above, energy takes the values -100529.3102 -9336.9444 eV, respectively.